Molecular formula: C4H11NO3
Method: DFT, wB97M-V/def2-TZVPD

Element x y z (Å)
C1 -1.4743 -0.3353 0.6636
C2 0.0399 -0.2591 0.6085
O1 0.5169 0.2928 1.8377
C3 0.3643 0.9059 -0.4103
N1 0.3004 2.2515 0.0659
C4 1.6501 0.7491 -1.1979
O2 2.4206 -0.1473 -0.9680
H1 -1.9781 -0.4758 -0.2930
H2 -1.8339 0.5632 1.1486
H3 -1.7758 -1.2222 1.3027
H4 0.7477 -1.0386 0.3067
H5 0.8396 -0.3248 2.4962
H6 -0.4858 0.7739 -1.1558
H7 -0.6505 2.5312 0.2542
H8 0.9022 2.5444 0.8192
H9 1.8064 1.6223 -1.8540
O3 -0.7026 -2.9429 -1.4856
H10 -0.9595 -2.5253 -0.6594
H11 0.2724 -2.9629 -1.4793

The orbital gap is 10.007 eV. The calculation puts the energy above the lowest of the compared OMol25 structures with the same formula, charge and spin at 221.2 kJ/mol. The SMILES is C[C@H](O)[C@@H](N)C=O.O. The value obtained for the total energy is -439.4417 Eh. The LUMO energy is 0.0225 hartree. For the maximum force, the calculation gives 0.0576 hartree/bohr. The calculation puts the HOMO energy at -9.4 eV.